Entry 1:
CH3Cl2FSi | ωB97M-V/def2-TZVPD

Values from the calculation:
**Molar mass**: 133.03 g/mol
**Frontier orbital gap**: 0.3712 Eh
**LUMO level**: 0.00074 Eh
**Electronic energy**: -36725.9168 eV
**Energy relative to the best compared isomer or geometry (same formula, charge and spin)**: 4.995 eV

Cartesian coordinates (Å):
1 Cl 1.816 1.725 -0.252
2 Cl 3.181 -1.297 0.015
3 Si 1.498 -0.185 0.143
4 F -1.044 -1.012 -0.361
5 C 0.185 -1.012 -0.957
6 H -0.022 -0.894 -2.011
7 H 0.436 -2.099 -0.953
8 H 0.537 0.320 1.924

Results of the natural (NBO) charge analysis, in e, for atoms 1 through 6:
1. Cl -0.355
2. Cl -0.338
3. Si 1.212
4. F -0.362
5. C -0.415
6. H 0.217

***

Entry 2:
CH3Cl2OP | ωB97M-V/def2-TZVPD

Values from the calculation:
**Molar mass**: 132.91 g/mol
**Frontier orbital gap**: 0.3722 Eh
**LUMO level**: 0.01733 Eh
**Electronic energy**: -37467.0990 eV
**Energy relative to the best compared isomer or geometry (same formula, charge and spin)**: 1.950 eV

Cartesian coordinates (Å):
1 Cl 1.437 -1.424 -1.465
2 Cl -1.589 -1.874 -0.865
3 P -0.323 -0.400 -1.278
4 O 0.534 1.537 0.751
5 C -0.151 0.306 0.555
6 H 1.170 1.833 -0.004
7 H 0.103 -0.436 1.302
8 H -1.183 0.458 1.004

Results of the natural (NBO) charge analysis, in e, for atoms 1 through 6:
1. Cl -0.291
2. Cl -0.261
3. P 0.758
4. O -0.727
5. C -0.356
6. H 0.483

***

Entry 3:
CH3ClFN | ωB97M-V/def2-TZVPD

Values from the calculation:
**Molar mass**: 83.49 g/mol
**Frontier orbital gap**: 0.3840 Eh
**LUMO level**: 0.02936 Eh
**Electronic energy**: -17811.1305 eV
**Energy relative to the best compared isomer or geometry (same formula, charge and spin)**: 2.966 eV

Cartesian coordinates (Å):
1 Cl -0.060 -2.018 -2.095
2 F -2.187 -1.220 -1.092
3 N -1.011 -0.725 -1.626
4 C -0.038 -0.004 -0.265
5 H -0.356 -0.590 0.488
6 H 1.046 -0.351 -0.579
7 H -0.144 0.987 -0.103

Results of the natural (NBO) charge analysis, in e, for atoms 1 through 6:
1. Cl 0.112
2. F -0.250
3. N -0.080
4. C -0.373
5. H 0.187
6. H 0.209

***

Entry 4:
CH3ClFNS | ωB97M-V/def2-TZVPD

Values from the calculation:
**Molar mass**: 115.56 g/mol
**Frontier orbital gap (alpha / beta)**: 0.3010 / 0.3013 Eh
**LUMO level (alpha / beta)**: -0.04563 / -0.04408 Eh
**Electronic energy**: -28646.1901 eV
**Energy relative to the best compared isomer or geometry (same formula, charge and spin)**: 4.020 eV

Cartesian coordinates (Å):
1 Cl 2.443 1.700 0.561
2 S 1.454 0.044 1.116
3 F -0.707 1.275 1.964
4 N 0.748 -1.133 -1.446
5 C -0.278 0.535 0.906
6 H 1.599 -0.959 -1.986
7 H -0.394 1.132 0.000
8 H -0.852 -0.394 0.861

Results of the natural (NBO) charge analysis, in e, for atoms 1 through 6:
1. Cl -0.152
2. S 0.273
3. F -0.354
4. N -0.290
5. C -0.111
6. H 0.231

***

Entry 5:
CH3ClFOP | ωB97M-V/def2-TZVPD

Values from the calculation:
**Molar mass**: 116.46 g/mol
**Frontier orbital gap (alpha / beta)**: 0.2397 / 0.2632 Eh
**LUMO level (alpha / beta)**: 0.01470 / -0.15466 Eh
**Electronic energy**: -27657.7921 eV
**Energy relative to the best compared isomer or geometry (same formula, charge and spin)**: 1.526 eV
**Spin multiplicity**: 3
**<S²>**: 2.01

Cartesian coordinates (Å):
1 Cl -0.888 3.593 -2.161
2 P -1.005 2.534 -0.486
3 F -2.781 2.072 -0.614
4 O -0.491 1.115 -1.264
5 C -0.190 -0.043 -0.497
6 H 0.890 -0.274 -0.823
7 H -0.107 0.202 0.667
8 H -0.864 -0.931 -0.687

Results of the natural (NBO) charge analysis, in e, for atoms 1 through 6:
1. Cl -0.194
2. P 1.198
3. F -0.587
4. O -0.730
5. C -0.281
6. H 0.198

***

Entry 6:
CH3ClFP | ωB97M-V/def2-TZVPD

Values from the calculation:
**Molar mass**: 100.46 g/mol
**Frontier orbital gap (alpha / beta)**: 0.2912 / 0.3078 Eh
**LUMO level (alpha / beta)**: -0.02793 / 0.00267 Eh
**Electronic energy**: -25611.0598 eV
**Energy relative to the best compared isomer or geometry (same formula, charge and spin)**: 4.867 eV

Cartesian coordinates (Å):
1 Cl 1.069 -0.455 2.471
2 P 1.223 -1.106 0.617
3 F -1.749 -0.418 -1.294
4 C -0.915 0.400 -0.644
5 H 2.097 0.080 0.054
6 H -1.272 0.579 0.255
7 H -0.453 0.921 -1.460

Results of the natural (NBO) charge analysis, in e, for atoms 1 through 6:
1. Cl -0.284
2. P 0.276
3. F -0.349
4. C 0.078
5. H -0.044
6. H 0.151

***

Entry 7:
CH3ClIN | ωB97M-V/def2-TZVPD

Values from the calculation:
**Molar mass**: 191.40 g/mol
**Frontier orbital gap**: 0.2268 Eh
**LUMO level**: -0.05407 Eh
**Electronic energy**: -23197.4540 eV
**Energy relative to the best compared isomer or geometry (same formula, charge and spin)**: 0.781 eV

Cartesian coordinates (Å):
1 I -2.635 0.402 0.051
2 Cl 0.206 -2.062 -0.084
3 N 0.677 0.533 -0.400
4 C 0.343 -0.506 0.380
5 H -0.014 -0.178 1.317
6 H 0.565 1.385 0.078
7 H 0.858 0.426 -1.341

Results of the natural (NBO) charge analysis, in e, for atoms 1 through 6:
1. I -0.789
2. Cl 0.205
3. N -0.647
4. C 0.128
5. H 0.253
6. H 0.432

***

Entry 8:
CH3ClN2 | ωB97M-V/def2-TZVPD

Values from the calculation:
**Molar mass**: 78.50 g/mol
**Frontier orbital gap**: 0.3752 Eh
**LUMO level**: 0.02121 Eh
**Electronic energy**: -16585.6530 eV
**Energy relative to the best compared isomer or geometry (same formula, charge and spin)**: 3.298 eV

Cartesian coordinates (Å):
1 Cl 3.657 0.207 -0.020
2 N -0.413 -0.359 -0.256
3 N 2.339 -0.848 0.093
4 C 1.138 -0.210 -0.098
5 H -0.816 0.459 0.173
6 H -0.783 -1.228 0.109
7 H 1.261 0.868 -0.261

Results of the natural (NBO) charge analysis, in e, for atoms 1 through 6:
1. Cl 0.119
2. N -0.800
3. N -0.481
4. C 0.258
5. H 0.385
6. H 0.382

***

Entry 9:
CH3ClN2O2 | ωB97M-V/def2-TZVPD

Values from the calculation:
**Molar mass**: 110.50 g/mol
**Frontier orbital gap**: 0.3943 Eh
**LUMO level**: 0.01911 Eh
**Electronic energy**: -20677.6680 eV
**Energy relative to the best compared isomer or geometry (same formula, charge and spin)**: 3.297 eV

Cartesian coordinates (Å):
1 Cl 3.372 -0.162 0.095
2 O 0.733 -1.052 0.537
3 O -0.285 0.794 -0.068
4 N 0.873 0.079 0.078
5 N 1.917 0.685 -0.245
6 C -1.416 0.062 -0.089
7 H -1.998 0.626 -0.657
8 H -1.339 -0.919 -0.480
9 H -1.857 -0.113 0.829

Results of the natural (NBO) charge analysis, in e, for atoms 1 through 6:
1. Cl 0.153
2. O -0.440
3. O -0.307
4. N 0.524
5. N -0.256
6. C -0.260

***

Entry 10:
CH3ClN2O2 | ωB97M-V/def2-TZVPD

Values from the calculation:
**Molar mass**: 110.50 g/mol
**Frontier orbital gap (alpha / beta)**: 0.2687 / 0.2692 Eh
**LUMO level (alpha / beta)**: -0.06883 / -0.06841 Eh
**Electronic energy**: -20674.2655 eV
**Energy relative to the best compared isomer or geometry (same formula, charge and spin)**: 6.699 eV

Cartesian coordinates (Å):
1 Cl -1.960 -1.013 0.210
2 O -1.128 0.707 0.684
3 O 0.116 1.672 -1.033
4 N -0.768 -1.770 -0.514
5 N 0.078 1.009 0.015
6 C 1.107 0.449 0.569
7 H 2.135 0.935 0.234
8 H 1.097 -0.298 1.424
9 H -0.677 -1.691 -1.588

Results of the natural (NBO) charge analysis, in e, for atoms 1 through 6:
1. Cl 0.750
2. O -0.486
3. O -0.472
4. N -0.746
5. N 0.315
6. C -0.180

***

Entry 11:
CH3ClN2O2 | ωB97M-V/def2-TZVPD

Values from the calculation:
**Molar mass**: 110.50 g/mol
**Frontier orbital gap**: 0.3572 Eh
**LUMO level**: -0.00976 Eh
**Electronic energy**: -20677.5406 eV
**Energy relative to the best compared isomer or geometry (same formula, charge and spin)**: 3.424 eV

Cartesian coordinates (Å):
1 Cl 4.032 -0.861 0.219
2 O 0.801 1.061 1.299
3 O 3.467 1.465 -0.319
4 N 3.115 0.405 -0.722
5 N 1.018 0.186 0.289
6 C 0.243 -0.370 -0.508
7 H 0.716 -0.834 -1.338
8 H -0.003 1.109 1.734
9 H -0.934 -0.462 -0.462

Results of the natural (NBO) charge analysis, in e, for atoms 1 through 6:
1. Cl -0.081
2. O -0.533
3. O -0.224
4. N 0.237
5. N -0.090
6. C -0.130

***

Entry 12:
CH3ClN2O2 | ωB97M-V/def2-TZVPD

Values from the calculation:
**Molar mass**: 110.50 g/mol
**Frontier orbital gap**: 0.3629 Eh
**LUMO level**: -0.02793 Eh
**Electronic energy**: -20676.8486 eV
**Energy relative to the best compared isomer or geometry (same formula, charge and spin)**: 4.116 eV

Cartesian coordinates (Å):
1 Cl 1.672 1.992 -2.110
2 O 1.485 0.418 -1.473
3 O 0.714 -1.306 -0.550
4 N -0.353 0.595 -0.048
5 N 0.479 -0.110 -0.630
6 C -0.893 -0.276 1.082
7 H -0.004 -0.625 1.550
8 H -1.600 0.259 1.698
9 H -1.501 -0.948 0.482

Results of the natural (NBO) charge analysis, in e, for atoms 1 through 6:
1. Cl 0.265
2. O -0.386
3. O -0.402
4. N -0.221
5. N 0.536
6. C -0.441